C3H8N2S in the gas phase at a distorted geometry. Source: OMol25; level of theory: ωB97M-V with the def2-TZVPD basis set.

Geometry as XYZ:
```
14
Properties=species:S:1:pos:R:3:lowdin_charge:R:1
H 0.4890 2.1540 0.0061 0.105
H -1.9901 -0.6658 1.3190 0.114
H -0.7541 1.6446 1.2689 0.116
C -0.1467 1.3238 0.3775 -0.249
H -2.2686 -1.9150 0.1667 0.084
H -1.3278 1.5588 -1.4601 0.082
N -1.7400 -1.0985 0.4160 -0.015
N -1.7499 -0.2192 -0.6111 -0.074
H 1.0017 -1.0866 -1.0076 -0.162
C -1.1228 0.8835 -0.6924 -0.192
H 0.1724 -0.7022 1.2825 0.056
C 0.7602 0.1772 0.9012 -0.609
H 1.3957 0.5462 1.6800 0.044
S 1.9229 -0.4135 -0.3380 0.701
```

* gap between HOMO and LUMO: 9.37 eV
* HOMO: -8.5 eV
* SMILES string: N/N=C\CCS
* charge: 0
* calculated total energy: -17054.4209 eV

A 2-piece molecular cluster, C3H8N2S overall at a distorted geometry. Source: OMol25; level of theory: ωB97M-V with the def2-TZVPD basis set.

Geometry as XYZ:
```
14
Properties=species:S:1:pos:R:3:lowdin_spin:R:1
H 0.9146 -2.3886 0.3983 0.025
N -0.5499 -0.9881 0.2875 0.212
H 0.3996 -1.7561 -1.3523 0.025
H 1.9366 1.4402 0.7853 0.043
H -1.8357 1.4560 1.4447 0.008
N 2.0081 -0.3981 -0.8161 0.656
H 0.0936 0.9396 -0.2467 0.020
C 0.4866 -1.6164 -0.2580 0.438
S 2.9055 0.5391 0.2630 0.333
C -2.0830 0.8523 0.4945 0.023
C -0.7173 0.2391 0.1614 0.181
H -2.7804 0.1004 0.7679 0.001
H -2.5585 1.3527 -0.3107 0.004
H 1.7801 0.2279 -1.6187 0.032
```

* gap between HOMO and LUMO (spin up / spin down): 6.08 / 7.24 eV
* HOMO (spin up / spin down): -5.4 / -9.6 eV
* multiplicity: 3
* charge: 0
* calculated total energy: -17049.6394 eV

Energy relative to the best compared isomer or geometry (same formula, charge and spin) for the records above, in order: 222.8 234.3 kJ/mol